1.
The following is a quantum chemistry calculation of a 2-piece molecular cluster, C2H3BrFN overall at a distorted geometry, from the Open Molecules 2025 dataset.

Geometry as XYZ:
```
8
C2H3BrFN (ωB97M-V/def2-TZVPD)
C 0.17070 0.53132 0.21345
C -0.03944 -0.25336 1.44908
N 0.38581 -1.03576 0.38240
F 0.34782 -0.35977 2.65070
Br -2.83062 -1.52612 1.65626
H -0.57806 0.87471 -0.48495
H 1.22746 0.92519 0.06159
H -0.37221 -1.61501 0.01069
```

Total charge: 0
Maximum force, eV Å⁻¹: 3.67
ΔE to the lowest compared entry with this formula, charge and spin, kcal/mol: 55.0
Highest occupied orbital energy (spin up / spin down), eV: -9.4501 / -9.0057
HOMO-LUMO gap (spin up / spin down), eV: 7.9 / 6.4

***

2.
The following is a quantum chemistry calculation of one molecule with the formula C2H3BrN2 at a distorted geometry, from the Open Molecules 2025 dataset.

Geometry as XYZ:
```
8
C2H3BrN2 (ωB97M-V/def2-TZVPD)
C -0.71291 -0.19641 -0.50162
C 0.49860 -0.12830 0.36164
Br 2.04177 -1.09396 -0.12049
N 0.49882 0.51788 1.59290
N 0.94186 1.49746 1.02984
H -1.40634 -1.01056 -0.36211
H -0.50591 -0.17662 -1.61120
H -1.35588 0.59051 -0.38895
```

Total charge: 0
Maximum force, eV Å⁻¹: 4.24
Structure (SMILES): CC1(Br)N=N1
ΔE to the lowest compared entry with this formula, charge and spin, kcal/mol: 30.4
Highest occupied orbital energy (spin up / spin down), eV: -8.6790 / -8.6770
HOMO-LUMO gap (spin up / spin down), eV: 9.0 / 9.0

***

3.
The following is a quantum chemistry calculation of a 2-piece molecular cluster, C2H3BrN2 overall at a distorted geometry, from the Open Molecules 2025 dataset.

Geometry as XYZ:
```
8
C2H3BrN2 (ωB97M-V/def2-TZVPD)
C -0.43882 0.12369 0.31014
C 0.50231 -0.63244 -0.49537
N -0.97931 0.11573 1.56329
N -1.78082 0.23482 0.55708
Br 0.47928 2.68956 0.11344
H 1.52363 -0.31578 -0.29544
H 0.28151 -0.53170 -1.55528
H 0.41222 -1.68388 -0.19786
```

Total charge: 0
Maximum force, eV Å⁻¹: 2.45
ΔE to the lowest compared entry with this formula, charge and spin, kcal/mol: 37.4
Highest occupied orbital energy, eV: -9.2306
HOMO-LUMO gap, eV: 7.6

***

4.
The following is a quantum chemistry calculation of one molecule with the formula C2H3BrO at a distorted geometry, from the Open Molecules 2025 dataset.

Geometry as XYZ:
```
7
C2H3BrO (ωB97M-V/def2-TZVPD)
C -0.32908 0.12591 -0.07041
C -1.48323 0.56142 0.70548
O -1.51476 1.60617 1.77244
Br -3.12409 -0.46134 0.44831
H 0.37409 -0.21370 0.64374
H 0.15965 0.84706 -0.76202
H -0.62938 -0.64570 -0.72258
```

Total charge: 0
Maximum force, eV Å⁻¹: 10.69
Structure (SMILES): CC(=O)Br
ΔE to the lowest compared entry with this formula, charge and spin, kcal/mol: 53.4
Highest occupied orbital energy, eV: -10.3324
HOMO-LUMO gap, eV: 9.7

***

5.
The following is a quantum chemistry calculation of one molecule with the formula C2H3BrO at a distorted geometry, from the Open Molecules 2025 dataset.

Geometry as XYZ:
```
7
C2H3BrO (ωB97M-V/def2-TZVPD)
O -1.76607 -0.50767 -0.48549
C -0.59900 -0.53949 -0.53399
C 0.36947 0.13265 0.51470
Br 1.58331 1.41776 -0.39926
H -0.12491 -0.70702 -1.50942
H -0.20846 0.73584 1.21108
H 0.74567 -0.53205 1.20237
```

Total charge: 0
Maximum force, eV Å⁻¹: 3.97
Structure (SMILES): O=CCBr
ΔE to the lowest compared entry with this formula, charge and spin, kcal/mol: 21.7
Highest occupied orbital energy, eV: -10.2605
HOMO-LUMO gap, eV: 10.5

***

6.
The following is a quantum chemistry calculation of a 2-piece molecular cluster, C2H3BrO2 overall at a distorted geometry, from the Open Molecules 2025 dataset.

Geometry as XYZ:
```
8
C2H3BrO2 (ωB97M-V/def2-TZVPD)
C 0.49923 1.40649 -0.02930
C -0.82364 -0.58326 -0.11848
O 1.24192 2.25347 0.23844
O -0.49106 0.83427 -0.50985
Br 2.37187 -1.45050 0.75328
H -1.81261 -0.52191 -0.58109
H -0.70927 -0.57804 0.89732
H -0.27642 -1.36051 -0.65031
```

Total charge: 0
Maximum force, eV Å⁻¹: 3.58
ΔE to the lowest compared entry with this formula, charge and spin, kcal/mol: 74.0
Highest occupied orbital energy, eV: -8.0721
HOMO-LUMO gap, eV: 6.4

***

7.
The following is a quantum chemistry calculation of a 2-piece molecular cluster, C2H3BrO2 overall at a distorted geometry, from the Open Molecules 2025 dataset.

Geometry as XYZ:
```
8
C2H3BrO2 (ωB97M-V/def2-TZVPD)
C -0.66182 -0.46792 -2.73591
C -0.28450 -1.01464 -1.72817
O -0.14331 0.41472 2.59815
O 0.34579 0.76371 1.33126
Br 0.18641 -1.88203 -0.21859
H -0.67630 -0.04426 -3.71271
H 1.27247 0.97406 1.39484
H -0.03875 1.25637 3.07113
```

Total charge: 0
Maximum force, eV Å⁻¹: 11.77
ΔE to the lowest compared entry with this formula, charge and spin, kcal/mol: 146.1
Highest occupied orbital energy (spin up / spin down), eV: -4.0813 / -9.5441
HOMO-LUMO gap (spin up / spin down), eV: 4.6 / 6.5
Spin multiplicity: 3

***

8.
The following is a quantum chemistry calculation of one molecule with the formula C2H3BrOS at a distorted geometry, from the Open Molecules 2025 dataset.

Geometry as XYZ:
```
8
C2H3BrOS (ωB97M-V/def2-TZVPD)
O -0.29588 -1.57917 0.34954
C 0.34594 -0.39763 0.36116
C -0.31096 0.92677 -0.29909
S 0.54692 2.43112 0.18378
Br -1.82835 0.98702 -1.28713
H -0.32392 -1.85134 -0.57997
H 0.60751 -0.10896 1.45772
H 1.25875 -0.40781 -0.18601
```

Total charge: 0
Maximum force, eV Å⁻¹: 5.82
Structure (SMILES): OCC(=S)Br
ΔE to the lowest compared entry with this formula, charge and spin, kcal/mol: 38.3
Highest occupied orbital energy, eV: -8.9786
HOMO-LUMO gap, eV: 8.0